A 2-piece molecular cluster, C5H9FN2 overall at a distorted geometry, computed with ωB97M-V with the def2-TZVPD basis set.

XYZ file:
```
17
Properties=species:S:1:pos:R:3:forces:R:3
F -2.22544 1.81922 0.45134 0.68 -0.28 -0.05
N -3.09865 -0.88226 1.13571 0.82 0.25 0.18
N 1.02475 0.57947 -0.59295 -1.12 2.29 1.49
C -0.37814 0.28411 -0.10913 2.49 -2.98 -1.02
C -1.31763 1.05032 0.22887 -2.28 0.57 0.52
C -3.65238 -1.58830 1.84668 -0.84 -0.06 -0.38
C 1.31430 -0.29773 -1.74558 -1.64 -1.46 -0.06
C 1.92085 0.48577 0.63992 -1.23 0.65 -0.15
H 1.60423 -0.44074 1.04510 1.08 -1.08 0.71
H 1.83871 0.21997 -2.50201 1.12 0.46 -0.47
H 2.89507 0.81370 0.42995 1.89 -1.12 -1.10
H 0.33135 -0.53158 -2.17276 0.31 -0.05 -0.20
H 1.76292 1.27747 1.34871 -1.47 0.48 0.37
H 1.09795 1.54767 -0.92274 -0.29 0.05 -0.06
H 1.72856 -1.22868 -1.37771 0.50 0.00 -0.13
H -4.35036 -2.23105 2.38196 0.56 0.24 -0.03
H -0.49608 -0.87737 -0.08534 -0.57 2.05 0.39
```
Positions in Å, forces in eV/Å.

Values from the calculation:
Net charge   +2
Lowest unoccupied orbital energy   -12.12 eV
Molar mass   116.14 g mol⁻¹
Energy relative to the best compared isomer or geometry (same formula, charge and spin)   59.48 kJ/mol

A 2-piece molecular cluster, C2H2N4O6 overall at a distorted geometry, computed with ωB97M-V with the def2-TZVPD basis set.

XYZ file:
```
14
Properties=species:S:1:pos:R:3:forces:R:3
O -1.46639 -1.43129 1.34485 -0.79 -2.40 1.20
O -3.33953 0.72635 -0.97941 -1.16 1.11 -0.45
O 0.14721 -0.00986 1.32938 0.41 -0.44 1.04
O -0.82722 1.91310 -1.57219 -0.75 0.53 -0.36
O 1.98470 -0.07605 -0.18582 -1.89 -0.22 -1.66
O -2.95826 -1.40278 -1.01116 0.02 0.11 -0.11
N -0.81446 -0.57977 0.85809 -0.29 1.97 -0.22
N -2.67074 -0.24423 -0.80766 0.94 -0.92 0.64
N 4.09008 -0.16885 0.72683 1.51 1.07 -1.94
N -0.61213 1.06127 -0.73376 -0.46 -1.58 -1.11
C 2.98668 -0.21458 0.34824 -0.85 0.62 -0.68
C -1.34773 0.03797 -0.29918 0.29 1.25 -1.10
H 0.36030 0.88549 -0.52884 1.04 0.39 1.09
H 4.46748 -0.49676 1.51063 1.96 -1.51 3.65
```
Positions in Å, forces in eV/Å.

Values from the calculation:
Lowest unoccupied orbital energy (spin up / spin down)   -1.68 / -1.67 eV
Molar mass   178.06 g mol⁻¹
Structure (SMILES)   O=[N+]([O-])C(=[NH+][O-])[N+](=O)[O-].N=C=O
Energy relative to the best compared isomer or geometry (same formula, charge and spin)   8.27 kJ/mol

- Which of these has the highest energy relative to the best compared isomer or geometry (same formula, charge and spin)?
  C5H9FN2

- Among the records above, which one has the lowest molar mass?
  C5H9FN2